91
Properties=species:S:1:pos:R:3 method="wB97M-V/def2-TZVPD" charge=0 e_tot_ha=-14261.0750 e_above_lowest_kj_mol=0.0 homo_lumo_gap_ev="4.64 / 6.33" multiplicity=7 s_squared=12.15 lumo_ev="-2.03 / -0.52"
Eu 12.4297 12.7629 14.8541
O 16.0009 11.5030 16.4268
C 15.0148 12.0969 17.0846
O 13.8015 12.0394 16.8255
C 15.4674 12.8444 18.3255
O 15.0440 14.2142 18.3930
C 14.9395 15.0497 17.2278
C 13.7791 14.7436 16.2825
O 14.1442 14.5019 15.1069
O 12.5875 14.7936 16.7265
H 15.6916 11.3706 15.3990
H 16.5727 12.7287 18.4450
H 14.9484 12.3340 19.1489
H 15.8715 14.9880 16.6674
H 14.7875 16.0638 17.6279
Br 18.8170 12.8306 11.0566
C 16.9903 12.6705 11.5612
C 15.9791 13.2451 10.7402
Br 16.5531 14.2513 9.2436
C 14.6687 13.2065 11.1343
Br 13.3942 13.9494 9.9213
C 14.2578 12.6277 12.3787
O 13.0209 12.7670 12.7233
C 15.2714 11.9764 13.2028
O 14.9203 11.5047 14.3358
C 16.6232 11.8796 12.6225
Br 17.8399 10.5830 13.3594
C 7.1159 9.8369 14.8057
C 7.4662 10.8759 13.7313
C 7.3927 12.3360 14.2235
N 8.3272 12.6619 15.2648
C 9.2902 13.5669 15.2367
S 9.8833 14.2506 13.7722
N 9.8395 13.9087 16.4744
C 9.7064 13.1558 17.6658
O 8.9310 12.1797 17.7058
C 10.5001 13.5116 18.8332
C 10.6060 12.5283 19.8305
C 11.4181 12.7157 20.9457
C 12.1657 13.8600 21.0490
C 12.0439 14.8693 20.0806
C 11.1418 14.7570 19.0258
H 6.9637 8.8101 14.4033
H 6.2196 10.1963 15.3459
H 7.9642 9.7408 15.5342
H 6.7542 10.7492 12.9197
H 8.4604 10.6488 13.3512
H 6.3823 12.4836 14.6882
H 7.5533 13.0813 13.3899
H 8.2524 12.1903 16.1572
H 10.6977 14.4303 16.4058
H 10.0021 11.6131 19.7448
H 11.4375 11.9696 21.7411
H 12.8197 14.0286 21.9135
H 12.7158 15.6895 20.1293
H 10.9881 15.5487 18.2870
S 10.9683 10.2527 14.1284
Sb 11.5763 9.0387 12.2517
C 10.2198 7.3851 12.2910
C 9.7318 6.8025 11.1435
C 8.7166 5.8604 11.2814
C 8.2524 5.5112 12.5444
C 8.7467 6.1185 13.6850
C 9.7588 7.0630 13.5342
C 13.4949 8.1836 12.8049
C 14.4820 8.2285 11.8162
C 15.6199 7.3999 11.9292
C 15.7391 6.4823 12.9673
C 14.7279 6.4400 13.9055
C 13.6253 7.2925 13.8595
C 11.1480 9.9882 10.3923
C 10.4084 11.1453 10.4311
C 10.1604 11.8617 9.2561
C 10.7397 11.4574 8.0939
C 11.5351 10.3096 8.0608
C 11.7047 9.5581 9.2044
H 10.0852 7.1063 10.1519
H 8.3122 5.3556 10.3916
H 7.4658 4.7624 12.6020
H 8.3852 5.8988 14.6670
H 10.1455 7.5598 14.4206
H 14.3516 8.8949 10.9669
H 16.3886 7.4919 11.1652
H 16.6054 5.8256 13.0627
H 14.7202 5.7244 14.7341
H 12.8602 7.1968 14.6283
H 10.0763 11.5891 11.4000
H 9.5537 12.7707 9.2936
H 10.6174 12.0816 7.2196
H 12.0966 9.9899 7.2025
H 12.3113 8.6450 9.1104

---

83
Properties=species:S:1:pos:R:3 method="wB97M-V/def2-TZVPD" charge=0 e_tot_ha=-4921.1686 homo_lumo_gap_ev="6.07 / 5.75" multiplicity=2 s_squared=0.91 lumo_ev="-1.02 / -1.10"
Pd -0.0689 -0.2484 -0.0651
Br -1.7055 1.0260 2.9334
C -1.0045 2.4255 1.8616
C -0.9553 3.7288 2.3038
C -0.3694 4.6678 1.4536
C 0.0940 4.2565 0.2146
C -0.0358 2.9242 -0.1433
N -0.5713 2.0171 0.6824
C 0.4198 2.4065 -1.5165
O 0.6693 3.2360 -2.3751
O 0.4891 1.1481 -1.6198
H -1.3504 4.0018 3.2676
H -0.2877 5.6978 1.7643
H 0.5500 4.9328 -0.4911
C 4.0050 0.4346 1.2986
C 4.2455 -0.7463 2.0219
C 3.2550 -1.6832 2.1171
C 2.0040 -1.4572 1.5048
N 1.7881 -0.2852 0.8148
C 2.7668 0.6085 0.7181
C 0.8988 -2.3556 1.5487
C 0.9929 -3.7170 1.9033
C -0.1196 -4.5124 1.8969
C -1.3613 -3.9349 1.5735
C -1.4000 -2.6110 1.2099
N -0.3218 -1.8272 1.1868
H 4.7677 1.1889 1.2041
H 5.1981 -0.9070 2.4997
H 3.4031 -2.5860 2.6842
H 2.5546 1.5028 0.1385
H 1.9601 -4.1251 2.1482
H -0.0538 -5.5630 2.1350
H -2.2720 -4.5084 1.6049
H -2.3389 -2.1400 0.9499
C -9.2819 3.7289 -1.9587
C -7.9340 3.1063 -1.7436
C -7.0430 2.9195 -2.7879
C -5.7995 2.3376 -2.5818
C -4.8626 2.1779 -3.7407
C -5.4293 1.9254 -1.3036
Te -3.4198 0.9718 -0.9105
N -1.7539 -0.5039 -1.1451
C -1.1545 -1.1672 -2.0962
O -0.1229 -1.8383 -1.7861
C -1.5782 -1.1808 -3.5148
C -2.0794 -0.0390 -4.1247
C -2.3373 -0.0384 -5.4842
C -2.0709 -1.1687 -6.2385
C -1.5559 -2.3053 -5.6364
C -1.3055 -2.3119 -4.2785
C -4.4455 -0.7613 -0.1740
C -4.3333 -1.0743 1.1736
C -4.9054 -2.2267 1.6886
C -5.6080 -3.0718 0.8500
C -5.7367 -2.7505 -0.4892
C -5.1608 -1.6036 -1.0219
C -5.3276 -1.2856 -2.4719
C -6.2994 2.1317 -0.2351
C -5.9444 1.7602 1.1745
C -7.5381 2.7155 -0.4734
H -9.4578 3.9384 -3.0115
H -9.3533 4.6623 -1.3999
H -10.0731 3.0687 -1.6032
H -7.3207 3.2290 -3.7851
H -5.3206 2.5381 -4.6588
H -4.5923 1.1318 -3.8790
H -3.9530 2.7533 -3.5619
H -2.2169 0.8635 -3.5416
H -2.7248 0.8520 -5.9580
H -2.2505 -1.1576 -7.3018
H -1.3292 -3.1787 -6.2303
H -0.8816 -3.1767 -3.7914
H -3.7951 -0.4168 1.8409
H -4.7856 -2.4594 2.7365
H -6.0526 -3.9790 1.2334
H -6.2916 -3.4087 -1.1420
H -5.6926 -2.1478 -3.0246
H -4.3728 -0.9729 -2.8968
H -6.0449 -0.4718 -2.5864
H -4.8633 1.7808 1.3251
H -6.2990 0.7556 1.4080
H -6.4122 2.4520 1.8717
H -8.2119 2.8685 0.3579

---

81
Properties=species:S:1:pos:R:3 method="wB97M-V/def2-TZVPD" charge=+1 e_tot_ha=-4814.8909 e_above_lowest_kj_mol=31.2 homo_lumo_gap_ev=7.38 lumo_ev=-2.58
Pt -0.3076 0.4052 0.3153
C 3.5423 0.6933 -1.4016
C 4.3953 0.1028 -0.4856
C 3.9039 -0.2396 0.7596
C 2.5734 -0.0066 1.0837
N 1.7431 0.5158 0.1657
C 2.2241 0.8622 -1.0361
C 2.0624 -0.2550 2.4566
C 2.6817 -1.1697 3.3046
C 2.1766 -1.3530 4.5796
C 1.0800 -0.6100 4.9819
C 0.5489 0.2981 4.0800
N 1.0218 0.4772 2.8527
H 3.8710 0.9902 -2.3867
H 5.4322 -0.0831 -0.7310
H 4.5740 -0.6668 1.4906
H 1.5059 1.2881 -1.7229
H 3.5264 -1.7632 2.9846
H 2.6340 -2.0721 5.2461
H 0.6507 -0.7219 5.9675
H -0.2958 0.9191 4.3603
Br -0.9627 7.1156 0.1292
C -0.7586 5.2511 0.1717
C -0.0812 4.6448 1.2172
C 0.0419 3.2684 1.2121
N -0.4676 2.5034 0.2386
C -1.1134 3.1005 -0.7730
C -1.2835 4.4681 -0.8459
H 0.3427 5.2259 2.0232
H 0.5571 2.7346 2.0016
H -1.5012 2.4445 -1.5430
H -1.8113 4.9090 -1.6790
N -0.2801 -1.5950 0.4689
P -0.0470 -2.4080 -0.8496
C -0.2577 -4.1738 -0.4901
C 0.1289 -5.1617 -1.3948
C -0.0388 -6.4996 -1.0779
C -0.5838 -6.8595 0.1494
C -0.9565 -5.8810 1.0583
C -0.7933 -4.5388 0.7398
C 1.6458 -2.4138 -1.5646
C 1.9598 -2.1447 -2.8946
C 3.2573 -2.3180 -3.3626
C 4.2484 -2.7841 -2.5123
C 3.9444 -3.0625 -1.1851
C 2.6556 -2.8709 -0.7149
C -1.0863 -2.0874 -2.3206
C -1.9203 -3.0576 -2.8692
C -2.7094 -2.7690 -3.9751
C -2.6853 -1.5040 -4.5394
C -1.8624 -0.5246 -3.9972
C -1.0690 -0.8186 -2.9006
H 0.5661 -4.8849 -2.3479
H 0.2605 -7.2635 -1.7837
H -0.7108 -7.9055 0.3970
H -1.3705 -6.1622 2.0181
H -1.0628 -3.7572 1.4396
H 1.1892 -1.8252 -3.5837
H 3.4848 -2.1130 -4.4012
H 5.2517 -2.9470 -2.8856
H 4.7114 -3.4426 -0.5210
H 2.4124 -3.1037 0.3172
H -1.9607 -4.0488 -2.4364
H -3.3510 -3.5363 -4.3898
H -3.3048 -1.2782 -5.3978
H -1.8357 0.4650 -4.4368
H -0.4331 -0.0489 -2.4747
N -2.3544 0.1666 0.6947
C -3.3968 -0.0933 -0.2751
C -4.0776 0.9790 -0.8314
C -5.1111 0.7443 -1.7257
C -5.4618 -0.5567 -2.0548
C -4.7752 -1.6204 -1.4880
C -3.7379 -1.3956 -0.5958
H -2.2725 -0.6257 1.3314
H -2.6209 0.9814 1.2407
H -3.8194 1.9945 -0.5497
H -5.6485 1.5793 -2.1555
H -6.2739 -0.7411 -2.7451
H -5.0465 -2.6371 -1.7406
H -3.1909 -2.2191 -0.1525

---

81
Properties=species:S:1:pos:R:3 method="wB97M-V/def2-TZVPD" charge=0 e_tot_ha=-4259.0783 homo_lumo_gap_ev="5.35 / 5.91" multiplicity=6 s_squared=8.80 lumo_ev="-0.30 / -0.31"
C -2.0097 -1.7625 3.4849
C -2.6792 -1.2838 2.3422
C -2.6719 -2.3200 1.3323
H -3.2068 -0.3309 2.2768
C -1.9741 -3.4837 1.9375
C -1.5284 -3.0661 3.2401
H -0.9762 -3.6729 3.9580
H -1.9622 -1.2548 4.4459
H -3.2170 -2.3167 0.3823
H -1.9931 -4.5165 1.5593
Mn -0.6023 -2.1017 0.9088
Si -0.8903 -1.4218 -2.0242
C -0.8169 0.0541 -3.2645
C 0.4099 0.3801 -3.8574
H 1.2656 -0.2997 -3.7897
C 0.5691 1.5860 -4.5469
H 1.5537 1.8589 -4.9360
C -0.5361 2.4220 -4.7229
H -0.4142 3.3748 -5.2332
C -1.7946 2.0293 -4.2661
H -2.6693 2.6597 -4.4415
C -1.9411 0.8250 -3.5611
H -2.9315 0.4895 -3.2386
C -0.1756 -2.5859 -3.3684
C -1.0174 -2.8126 -4.4755
H -2.0056 -2.3494 -4.4960
C -0.5944 -3.5695 -5.5712
H -1.2714 -3.7346 -6.4124
C 0.6933 -4.1220 -5.5664
H 1.0125 -4.7389 -6.4064
C 1.5640 -3.8583 -4.5042
H 2.5814 -4.2576 -4.5129
C 1.1332 -3.0809 -3.4124
H 1.8361 -2.8578 -2.6093
H -2.2807 -1.8096 -1.7359
Si 2.0271 2.9674 -0.3924
C 1.6408 1.1354 -0.5731
C 0.3282 0.8201 -0.7541
H -0.3934 1.5766 -1.0711
C -0.1889 -0.5455 -0.5597
H -1.0471 -0.4791 0.1951
C 0.8268 -1.6247 -0.5100
H 0.6077 -2.6991 -0.7513
C 2.1819 -1.2375 -0.3556
H 2.9068 -2.0338 -0.2026
C 2.5723 0.0838 -0.3672
H 3.6159 0.3375 -0.2044
C 0.4223 3.8299 -0.8471
C -0.7355 3.7497 -0.0449
H -0.7301 3.1940 0.8935
C -1.9453 4.3112 -0.4806
H -2.8564 4.2006 0.1184
C -1.9953 4.9968 -1.7041
H -2.9291 5.4633 -2.0442
C -0.8351 5.1105 -2.4838
H -0.8682 5.6346 -3.4456
C 0.3629 4.5276 -2.0575
H 1.2555 4.5793 -2.6824
H 3.1398 3.3240 -1.1244
Cl 2.3334 3.3286 1.5961
N 1.8947 -0.0474 4.9416
C 1.0411 0.9969 5.2894
C 0.9661 1.7867 6.4302
C -0.2146 2.5369 6.6263
C -1.2660 2.4849 5.6967
C -1.1751 1.6730 4.5571
C -0.0220 0.9141 4.3513
N 0.2148 -0.1185 3.4692
C 1.3614 -0.7102 3.8646
C 1.9123 -1.9396 3.3235
C 3.0646 -2.5630 3.7682
S 3.3602 -4.0382 2.9210
C 1.9490 -3.7390 1.9607
N 1.2712 -2.6259 2.2764
H 2.7824 -0.2840 5.3820
H 1.8042 1.8210 7.1351
H -0.3191 3.1609 7.5179
H -2.1625 3.0888 5.8769
H -1.9863 1.5808 3.8377
H 3.7052 -2.1725 4.5499
H 1.6626 -4.4276 1.1624

---

81
Properties=species:S:1:pos:R:3 method="wB97M-V/def2-TZVPD" charge=0 e_tot_ha=-3227.4393 e_above_lowest_kj_mol=0.0 homo_lumo_gap_ev="4.79 / 6.39" multiplicity=3 s_squared=2.02 lumo_ev="-0.45 / -0.40"
C -1.3472 -0.9424 4.7335
C -2.0297 -0.3776 3.6352
C -1.5366 -0.9773 2.4323
H -2.8846 0.2957 3.7012
C -0.5239 -1.9736 2.8364
C -0.4155 -1.8892 4.2797
H 0.1181 -2.6111 4.8979
H -1.5911 -0.7543 5.7773
H -1.9939 -0.9456 1.4420
H -0.2060 -2.7880 2.1957
Pt 0.6201 -0.2272 2.3174
Si 0.3819 0.3248 0.1537
C -0.6432 1.8200 -0.3015
C -0.1289 2.7590 -1.2062
H 0.8801 2.6335 -1.6012
C -0.9116 3.8333 -1.6207
H -0.5200 4.5297 -2.3628
C -2.2078 3.9941 -1.1137
H -2.8253 4.8242 -1.4551
C -2.6984 3.0926 -0.1703
H -3.7019 3.2133 0.2395
C -1.9150 2.0130 0.2482
H -2.3018 1.3173 0.9935
C -0.3171 -1.1763 -0.7793
C -1.3257 -1.0216 -1.7445
H -1.7021 -0.0262 -1.9900
C -1.8756 -2.1369 -2.3805
H -2.5443 -1.9995 -3.2338
C -1.5831 -3.4246 -1.9235
H -2.0858 -4.2974 -2.3462
C -0.6128 -3.5889 -0.9307
H -0.3714 -4.5887 -0.5573
C 0.0712 -2.4769 -0.4360
H 0.9048 -2.6302 0.2523
H 1.7940 0.7803 0.0810
Si 2.0072 -0.0202 -3.9678
C 1.1606 -1.5935 -4.4501
C 0.4259 -1.5966 -5.6467
H 0.2315 -0.6564 -6.1708
C -0.0536 -2.7972 -6.1786
H -0.6019 -2.7861 -7.1207
C 0.1710 -3.9998 -5.5011
H -0.1935 -4.9409 -5.9207
C 0.8596 -3.9934 -4.2848
H 1.0054 -4.9240 -3.7320
C 1.3446 -2.7960 -3.7553
H 1.8401 -2.7954 -2.7806
C 0.9028 1.3924 -4.4519
C -0.4862 1.4011 -4.2770
H -0.9615 0.6521 -3.6415
C -1.2759 2.3712 -4.9054
H -2.3526 2.3846 -4.7295
C -0.6884 3.3066 -5.7646
H -1.3134 4.0231 -6.3030
C 0.7013 3.3212 -5.9237
H 1.1689 4.0530 -6.5873
C 1.4968 2.3999 -5.2369
H 2.5850 2.4214 -5.3379
H 3.2697 0.0815 -4.7375
Cl 2.7384 -0.1697 -2.0499
N 2.0085 0.5568 6.1590
C 1.0323 1.5575 6.1926
C 0.4264 2.1580 7.2851
C -0.7420 2.9001 7.0464
C -1.2628 3.0368 5.7472
C -0.6693 2.3879 4.6580
C 0.4707 1.6202 4.9052
N 1.0914 0.6247 4.1434
C 2.0170 0.0101 4.9079
C 2.6198 -1.1607 4.3570
C 3.4476 -2.1556 4.8444
S 3.6806 -3.4029 3.6739
C 2.5754 -2.6320 2.6147
N 2.1341 -1.4549 3.0863
H 2.6309 0.2882 6.9116
H 0.8675 2.0479 8.2785
H -1.2602 3.3846 7.8757
H -2.1499 3.6560 5.5856
H -1.0586 2.4423 3.6423
H 3.8928 -2.1423 5.8277
H 2.2962 -3.0392 1.6490

---

Q: What is the charge in the first record?
A: 0